Entry 1:
Molecular formula: C23H27ClIOPReSb
Method: DFT, ωB97M-V/def2-TZVPD

The geometry in XYZ format:
```
56
Properties=species:S:1:pos:R:3:forces:R:3
C -3.148610 0.531569 0.645113 2.851 3.644 1.649
I -3.725544 -2.853944 -0.945644 0.331 -0.803 0.092
H -2.942126 1.718547 0.578940 -0.851 -1.814 -0.371
H -2.751730 0.451253 1.690146 -1.132 -0.366 -0.958
H -4.181225 0.236085 0.450815 0.936 0.448 0.444
Re -1.147839 1.432103 -0.886669 -1.431 -1.645 -0.954
P -3.312403 1.238060 -1.983720 -3.741 0.329 -1.543
C -4.845066 0.123946 -1.725235 0.109 -0.154 0.633
C -4.148967 2.774330 -1.423965 0.340 0.242 0.064
H -2.359121 2.072469 -3.992527 -0.108 -0.045 -0.160
H -4.102799 1.952634 -4.194899 -0.566 0.178 0.186
H -3.109514 0.500628 -4.275244 0.061 -0.111 -0.057
C -3.241492 1.459237 -3.779752 1.415 -0.352 0.064
H -3.425656 3.576227 -1.454530 0.077 0.621 0.049
H -5.016868 3.055939 -2.043714 0.506 -0.380 -0.105
H -5.800565 0.506499 -2.120156 0.736 0.872 -0.095
H -5.017660 -0.096165 -0.650392 -0.291 0.138 -1.476
H -4.510753 2.660107 -0.408877 -0.007 0.024 0.128
H -4.746146 -0.829091 -2.198471 0.362 -0.241 -0.415
C -2.039668 -0.513674 -0.134386 -1.574 -1.050 7.847
O -2.020490 -1.320797 0.883701 1.962 1.367 -6.475
Cl 0.361997 2.685216 -2.072125 -1.259 -0.929 0.994
C 1.349901 -3.607592 3.953925 0.347 0.446 -1.479
C 0.449458 -2.551669 4.068195 -0.335 0.429 0.138
C 0.239898 -1.632752 3.009813 0.432 -0.273 -0.099
C 0.968633 -1.748417 1.801441 -0.908 0.029 0.884
C 1.861903 -2.827827 1.684945 0.147 0.346 -0.718
C 2.057325 -3.744851 2.736596 -0.359 0.526 0.251
Sb 0.703004 -0.115577 0.159631 3.073 -2.826 1.338
C 1.880472 1.319907 1.308596 -0.769 1.029 -0.838
C 1.469942 2.647506 1.201937 0.449 -0.882 0.471
C 2.058540 3.651519 1.986258 -0.216 0.480 -0.161
C 3.133208 3.350020 2.858493 -0.026 -1.971 -0.463
C 3.540527 2.025222 2.928896 1.969 -0.367 1.631
C 2.969039 0.970114 2.215924 -1.683 2.121 -0.918
C 2.026321 -0.986123 -1.345393 -1.647 -1.575 -0.449
C 3.041881 -0.227180 -1.856089 1.468 1.363 -0.537
C 3.917694 -0.706992 -2.848764 -1.229 -2.011 0.070
C 3.700819 -2.046081 -3.354696 1.088 2.628 0.594
C 2.639946 -2.780859 -2.876894 -0.976 -1.398 -0.013
C 1.753497 -2.283863 -1.898792 1.355 1.526 -0.005
H 1.516824 -4.319097 4.750233 -0.092 0.078 0.072
H -0.102891 -2.435171 5.020111 0.270 0.060 -0.792
H -0.492576 -0.846773 3.133543 -0.034 0.026 0.138
H 2.404829 -2.950723 0.748336 0.026 -0.144 0.252
H 2.776547 -4.558130 2.608461 -0.300 0.296 -0.049
H 0.699698 2.951589 0.513270 -0.064 0.027 0.031
H 1.703694 4.681037 1.929859 0.036 -0.217 -0.086
H 3.612809 4.105099 3.428971 0.325 0.546 0.448
H 4.388133 1.731765 3.604336 -0.882 0.571 -0.647
H 3.244208 -0.040173 2.277082 0.670 -1.180 0.359
H 3.179672 0.799193 -1.487187 0.124 -0.392 -0.184
H 4.728890 -0.101021 -3.221626 0.008 0.054 0.014
H 4.408418 -2.412851 -4.106992 -0.510 -0.069 0.313
H 2.487263 -3.811612 -3.304274 -0.018 1.218 0.627
H 0.914719 -2.858812 -1.586556 -0.463 -0.469 0.266
```
Positions in Å, forces in eV/Å.

Output
* LUMO (alpha / beta): -11.7923 / -13.2260 eV
* HOMO (alpha / beta): -16.96 / -16.95 eV
* gap between HOMO and LUMO (alpha / beta): 5.164 / 3.724 eV
* spin multiplicity: 4
* net charge: +3

Entry 2:
Molecular formula: C23H27ClN4O2
Method: DFT, ωB97M-V/def2-TZVPD

The geometry in XYZ format:
```
57
Properties=species:S:1:pos:R:3:forces:R:3
C 6.987600 0.718991 -1.298806 -0.144 -0.071 0.258
C 5.981395 0.592338 -0.160091 0.149 0.126 -0.117
N 4.626788 0.831098 -0.621568 -0.016 0.010 0.058
C 4.168305 -0.207773 -1.535432 -0.055 0.040 -0.308
C 2.648922 -0.345827 -1.530386 0.131 -0.022 -0.117
N 2.211475 -0.774108 -0.222564 0.264 0.279 -0.103
C 1.019341 -1.419312 -0.029363 -0.282 -0.324 0.042
C 0.059813 -1.528868 -1.043581 0.143 0.080 -0.016
C -1.123100 -2.204056 -0.836768 0.051 -0.251 0.177
C -1.402368 -2.783184 0.395216 0.413 0.169 -0.146
N -2.612030 -3.466351 0.635521 0.175 -0.444 0.358
C -3.861320 -3.125432 0.244756 -0.157 -0.002 0.080
O -4.803784 -3.883041 0.387624 -0.129 -0.001 -0.123
C -4.033860 -1.752850 -0.325839 -0.323 0.296 0.008
C -4.825818 -1.583533 -1.455273 0.124 -0.032 0.107
C -5.034636 -0.317526 -1.965779 -0.009 -0.065 0.026
C -4.478809 0.786332 -1.338991 0.103 -0.151 0.133
Cl -4.728407 2.335379 -2.070326 0.011 0.111 -0.142
C -3.727866 0.643434 -0.169405 -0.092 -0.319 -0.229
N -3.201896 1.735983 0.534577 -0.366 0.078 -0.138
C -3.986754 2.914718 0.867812 -0.211 0.416 0.118
C -3.288909 3.456222 2.115945 0.033 0.011 -0.048
C -1.837847 3.054367 1.878191 -0.038 -0.033 0.121
C -1.950498 1.765240 1.076579 0.476 0.291 0.220
O -1.085971 0.935041 0.926332 0.151 -0.211 -0.002
C -3.509687 -0.642099 0.318460 -0.155 -0.033 -0.115
C -0.447134 -2.706958 1.401931 -0.275 0.065 -0.161
C 0.740740 -2.042328 1.195315 0.134 0.080 -0.047
C 2.944164 -0.213901 0.893232 0.235 0.089 0.193
C 3.663779 1.060448 0.442577 -0.258 -0.074 0.115
H 6.880731 -0.093726 -2.011848 0.039 -0.079 -0.115
H 7.998751 0.694601 -0.900220 0.126 -0.042 -0.025
H 6.836446 1.660994 -1.818365 0.001 0.113 -0.076
H 6.210989 1.350227 0.593166 -0.012 -0.084 0.018
H 6.090775 -0.402663 0.311007 -0.033 0.065 0.038
H 4.600544 -1.187344 -1.267654 -0.019 0.018 -0.026
H 4.501607 0.044615 -2.546820 -0.038 -0.175 0.011
H 2.187299 0.604931 -1.833431 -0.026 -0.054 -0.094
H 2.373189 -1.110533 -2.261310 0.021 0.112 0.005
H 0.224507 -1.064365 -2.002003 0.036 0.071 -0.093
H -1.843978 -2.275298 -1.637575 -0.010 -0.007 -0.079
H -2.548503 -4.339398 1.145111 -0.159 0.099 -0.152
H -5.265241 -2.446918 -1.929792 -0.060 -0.084 -0.036
H -5.625160 -0.176304 -2.857772 -0.036 0.045 -0.057
H -5.028679 2.638802 1.039521 0.048 0.044 -0.048
H -3.945288 3.650830 0.058138 -0.080 -0.093 0.146
H -3.424633 4.529855 2.227512 -0.048 -0.004 0.019
H -3.673916 2.961180 3.008520 -0.012 0.001 -0.002
H -1.264677 2.892815 2.788663 0.054 -0.045 -0.072
H -1.311680 3.791498 1.267951 0.043 -0.010 -0.029
H -2.921400 -0.758563 1.214387 0.077 -0.003 0.056
H -0.642194 -3.174176 2.357156 -0.029 -0.022 0.102
H 1.465318 -2.013885 1.993311 0.094 0.000 0.059
H 2.247549 0.036202 1.697992 0.048 -0.038 0.000
H 3.680989 -0.935078 1.279177 -0.062 0.076 0.115
H 4.170250 1.516384 1.294852 -0.031 0.005 -0.038
H 2.914790 1.772858 0.080420 -0.014 -0.017 0.172
```
Positions in Å, forces in eV/Å.

Output
* LUMO: 0.6230 eV
* structure (SMILES): CCN1CCN(c2ccc(NC(=O)c3ccc(Cl)c(N4CCCC4=O)c3)cc2)CC1
* HOMO: -7.18 eV
* gap between HOMO and LUMO: 7.805 eV
* spin multiplicity: 1
* energy above the lowest of the compared OMol25 structures with the same formula, charge and spin: 102.7 kJ/mol

Entry 3:
Molecular formula: C23H27KN6O4S3
Method: DFT, ωB97M-V/def2-TZVPD

The geometry in XYZ format:
```
64
Properties=species:S:1:pos:R:3:forces:R:3
K 0.414255 -0.092708 1.605074 0.278 0.020 -0.093
N -2.599528 2.689638 1.784779 0.112 -0.013 -0.063
C -1.698312 3.324055 2.642126 -0.274 0.051 0.221
S -1.580350 5.042454 2.455154 0.078 -0.003 -0.073
N -1.089319 2.629796 3.563686 0.114 -0.042 -0.101
N -1.283321 1.257560 3.360446 -0.037 -0.045 0.033
C -1.458600 0.555244 4.410266 -0.030 0.031 -0.003
C -1.740036 -0.882374 4.451925 -0.008 0.003 0.001
C -1.924270 -1.432032 5.723828 0.003 0.000 -0.007
C -2.283390 -2.751106 5.937564 0.001 -0.005 0.003
C -2.481179 -3.562288 4.815065 0.000 0.001 0.006
C -2.312819 -3.065318 3.544446 0.015 -0.012 0.008
C -1.916132 -1.713755 3.280016 -0.002 0.059 0.045
O -1.732372 -1.308477 2.088707 -0.191 -0.063 0.026
H -2.760412 3.226687 0.952211 -0.020 -0.013 -0.001
H -2.451504 1.689902 1.699443 -0.014 -0.006 -0.020
H -1.448721 1.066910 5.380613 -0.005 0.003 0.004
H -1.784153 -0.774444 6.578281 -0.001 -0.001 0.002
H -2.411513 -3.138753 6.940777 0.000 -0.001 0.001
H -2.767853 -4.602221 4.945407 -0.001 -0.001 0.002
H -2.455588 -3.698406 2.675528 -0.002 0.001 0.001
C -3.461771 2.833436 -1.572130 0.002 -0.025 -0.013
N -2.742307 1.643496 -1.174008 -0.025 -0.012 -0.026
C -3.554743 0.526720 -0.711544 0.024 0.023 0.012
C -1.402645 1.600144 -0.982409 0.070 0.031 0.042
O -0.836813 0.580800 -0.620221 0.012 -0.020 -0.056
C -0.587903 2.878133 -1.215669 -0.030 0.005 -0.014
O 0.746464 2.699650 -0.850257 0.021 -0.035 -0.030
C 1.509411 1.897498 -1.714001 -0.004 0.018 0.052
C 2.587344 1.194798 -0.887085 0.010 0.062 0.022
O 2.541582 1.202120 0.330817 0.028 -0.035 -0.008
N 3.580971 0.597160 -1.586917 -0.035 -0.018 0.006
C 3.611463 0.558148 -3.034043 0.010 -0.009 0.015
C 4.677877 -0.022685 -0.861753 0.032 0.041 -0.002
H -3.976862 3.294648 -0.723810 -0.007 0.001 -0.012
H -4.212220 2.565780 -2.320480 -0.004 0.004 -0.002
H -2.796037 3.569379 -2.013229 0.000 0.009 0.018
H -4.315153 0.901518 -0.022769 -0.013 -0.005 -0.003
H -2.928121 -0.187956 -0.180674 -0.005 0.014 0.001
H -4.045882 0.032561 -1.554418 -0.006 -0.003 0.002
H -0.972105 3.676482 -0.573410 -0.007 -0.002 0.016
H -0.684464 3.196588 -2.265096 0.002 0.007 0.006
H 1.977391 2.519820 -2.489581 -0.004 0.002 0.005
H 0.906849 1.130130 -2.206935 -0.036 -0.045 -0.023
H 2.617177 0.396524 -3.449050 -0.025 0.002 -0.010
H 4.218092 -0.292749 -3.340257 -0.002 0.001 0.001
H 4.043393 1.468128 -3.469132 -0.007 -0.007 -0.002
H 4.355203 -0.263653 0.145494 0.002 0.000 0.012
H 5.543565 0.647755 -0.813544 -0.009 0.004 0.009
H 4.967238 -0.947322 -1.358732 0.007 0.053 0.008
S 4.401637 -3.252960 1.021423 -0.011 -0.040 0.011
C 3.502925 -2.984260 -0.378833 0.073 0.186 -0.020
N 2.357270 -2.366323 -0.536728 -0.031 -0.119 -0.037
C 1.959134 -2.323038 -1.853717 0.002 -0.048 0.001
C 0.758728 -1.770389 -2.304863 -0.010 0.023 -0.018
C 0.473689 -1.764529 -3.661784 0.008 0.033 -0.002
C 1.363666 -2.307652 -4.589781 0.003 0.003 0.011
C 2.552427 -2.881652 -4.156705 0.000 0.000 -0.004
C 2.839899 -2.892388 -2.799400 0.033 0.058 0.002
S 4.217024 -3.516670 -1.951592 -0.062 -0.155 -0.004
H 0.062258 -1.355739 -1.589628 -0.022 0.043 0.036
H -0.460649 -1.332960 -4.003731 0.006 -0.004 0.004
H 1.125194 -2.292584 -5.646695 -0.002 -0.001 0.001
H 3.244941 -3.316288 -4.868444 -0.002 -0.004 0.001
```
Positions in Å, forces in eV/Å.

Output
* LUMO: 3.9193 eV
* HOMO: -1.31 eV
* gap between HOMO and LUMO: 5.231 eV
* spin multiplicity: 1
* energy above the lowest of the compared OMol25 structures with the same formula, charge and spin: 62.9 kJ/mol
* net charge: -2

Entry 4:
Molecular formula: C23H27N2O2
Method: DFT, ωB97M-V/def2-TZVPD

The geometry in XYZ format:
```
54
Properties=species:S:1:pos:R:3:forces:R:3
C 2.770921 -2.963651 1.830734 -0.292 -0.634 -0.024
C 2.501534 -1.529348 1.661214 0.959 1.152 -0.714
N 3.496585 -0.614504 1.733965 -0.707 -1.052 0.279
C 4.907035 -0.942605 1.875354 0.372 -0.177 0.153
C 2.981071 0.683119 1.650118 -0.755 0.302 -0.443
C 1.580110 0.572066 1.491402 0.587 0.517 0.219
C 0.833545 1.723184 1.269579 0.226 0.498 0.051
C 1.497925 2.957650 1.212536 -0.108 -0.353 0.030
C 2.889170 3.047540 1.384882 0.009 -0.395 0.087
C 3.656871 1.894870 1.611250 -0.257 0.190 -0.058
C 1.260670 -0.849783 1.452836 -0.520 0.111 -0.064
C 0.028181 -1.402881 1.107641 0.705 -0.583 1.132
C -1.258334 -0.874443 1.455969 -1.034 0.371 0.058
C -1.470650 0.048456 2.521087 0.042 0.054 -0.391
C -2.711845 0.660589 2.691949 0.194 -0.133 0.009
C -3.760397 0.392942 1.803929 0.352 -0.194 -0.239
C -3.598150 -0.593741 0.825186 -0.150 -0.316 0.155
C -2.403321 -1.290525 0.721011 0.536 0.140 -0.015
H 1.804339 -3.468033 1.903004 0.277 -0.181 0.016
H 3.327656 -3.389757 0.982774 -0.092 0.183 0.186
H 3.342573 -3.173204 2.748151 -0.194 0.124 -0.270
H 5.485951 -0.015408 1.860734 -0.133 -0.310 0.020
H 5.102930 -1.471763 2.819405 -0.134 0.241 -0.225
H 5.246463 -1.586788 1.051273 -0.200 0.265 0.184
H -0.249729 1.655659 1.177573 0.296 0.271 -0.119
H 0.912317 3.861852 1.038176 0.230 -0.265 0.056
H 3.372505 4.023851 1.336334 -0.111 -0.323 0.044
H 4.737055 1.922781 1.743994 -0.278 0.238 -0.095
H 0.046777 -2.391557 0.644507 -0.112 0.109 0.096
H -0.643579 0.283836 3.197246 -0.302 -0.031 -0.276
H -2.862641 1.369622 3.507714 0.101 -0.231 -0.246
H -4.703517 0.936598 1.869616 0.283 -0.172 0.079
H -4.418599 -0.847835 0.152001 0.169 0.054 0.278
H -2.297333 -2.136969 0.034339 -0.108 0.435 0.154
C -4.766667 1.309037 -2.590979 -0.187 -0.062 -0.119
O -3.698830 0.354808 -2.744648 0.121 0.236 0.321
C -2.600422 0.629542 -2.031066 -0.046 0.520 0.325
C -1.503239 -0.400727 -2.259592 -0.994 0.171 0.031
C -1.151069 -0.657605 -3.743377 -0.317 0.169 0.195
C 0.378180 -0.570293 -3.809433 0.262 -0.240 0.249
C 0.834986 0.030482 -2.456038 0.789 0.493 -0.487
N -0.327734 0.026301 -1.628428 1.067 -0.256 0.965
O -2.500871 1.564324 -1.256575 -0.115 -0.747 -0.695
H -5.660488 0.800920 -2.955597 0.124 0.158 0.042
H -4.876976 1.596113 -1.540751 0.020 -0.031 -0.262
H -4.547960 2.190297 -3.204242 -0.102 -0.146 0.217
H -1.867718 -1.320981 -1.782159 -0.306 -0.079 -0.346
H -1.537857 -1.638341 -4.027973 0.102 0.205 -0.182
H -1.620015 0.096828 -4.386998 0.059 -0.219 0.188
H 0.808324 -1.569277 -3.926583 -0.024 0.169 -0.100
H 0.703529 0.047741 -4.651288 0.012 -0.192 0.179
H 1.640894 -0.561884 -1.996830 0.023 0.040 -0.202
H 1.243665 1.046535 -2.619150 -0.160 -0.256 0.147
H -0.353799 0.534345 -0.755793 -0.180 0.163 -0.572
```
Positions in Å, forces in eV/Å.

Output
* LUMO: -4.8149 eV
* HOMO: -10.78 eV
* gap between HOMO and LUMO: 5.966 eV
* spin multiplicity: 1
* energy above the lowest of the compared OMol25 structures with the same formula, charge and spin: 67.4 kJ/mol
* net charge: +1

Q: Look up the spin multiplicity of the third one.
A: 1